Entry 1:
Below is a structure of composition C8BaF24N4O16S8 in a non-equilibrium geometry, with properties calculated with the ωB97M-V functional and the def2-TZVPD basis.

Each line ends with the Löwdin charge.
Positions of all 61 atoms, in Å:
Ba -0.436 -0.263 -0.378  1.969
C 1.435 4.412 -1.004  -0.653
F 2.405 5.393 -1.118  0.092
F 0.870 4.491 0.158  0.169
F 0.482 4.515 -1.897  0.169
S 2.360 2.709 -1.171  0.741
O 1.385 1.634 -0.976  -0.520
O 2.894 2.610 -2.571  -0.318
N 3.587 2.983 0.039  -0.283
S 4.534 1.891 -0.346  0.536
O 3.978 0.542 -0.548  -0.326
O 5.567 2.374 -1.316  -0.335
C 5.373 1.613 1.381  -0.676
F 5.656 2.735 1.924  0.169
F 4.552 0.897 2.193  0.097
F 6.506 0.915 1.221  0.120
C -1.544 -3.363 -3.589  -0.627
F -0.738 -3.950 -2.674  0.108
F -0.781 -2.872 -4.558  0.145
F -2.372 -4.283 -4.041  0.153
S -2.645 -2.047 -2.714  0.682
O -3.966 -2.193 -3.328  -0.262
O -2.565 -2.424 -1.347  -0.361
N -1.736 -0.520 -2.652  -0.488
S -2.342 0.099 -3.910  0.543
O -2.139 -0.670 -5.156  -0.311
O -3.643 0.753 -3.761  -0.306
C -1.181 1.718 -3.898  -0.684
F -1.227 2.407 -2.755  0.109
F 0.068 1.312 -4.037  0.134
F -1.508 2.533 -4.843  0.177
C 0.148 -4.464 0.775  -0.502
F 0.636 -5.717 0.617  0.113
F -0.988 -4.365 -0.031  0.076
F -0.151 -4.211 2.094  0.089
S 1.603 -3.238 0.275  0.686
O 2.804 -3.966 0.616  -0.259
O 1.436 -2.880 -1.127  -0.338
N 1.090 -1.792 1.136  -0.513
S 2.083 -1.789 2.315  0.557
O 1.964 -2.839 3.364  -0.325
O 3.466 -1.558 1.917  -0.297
C 1.490 -0.178 3.283  -0.615
F 1.465 0.936 2.477  0.077
F 0.268 -0.396 3.742  0.130
F 2.364 0.101 4.235  0.152
C -1.908 2.815 2.786  -0.614
F -2.334 4.083 2.911  0.136
F -0.627 2.815 2.701  0.176
F -2.285 2.126 3.922  0.099
S -2.601 2.028 1.135  0.662
O -3.912 2.585 0.951  -0.259
O -1.671 2.375 0.061  -0.399
N -2.391 0.334 1.293  -0.501
S -3.757 -0.196 1.804  0.590
O -4.411 0.620 2.876  -0.317
O -4.664 -0.663 0.753  -0.289
C -3.072 -1.811 2.534  -0.623
F -2.176 -1.461 3.417  0.145
F -4.052 -2.572 3.211  0.064
F -2.643 -2.671 1.629  0.135

Computed properties:
HOMO-LUMO gap: 9.33 eV
E_LUMO: 4.0096 eV
multiplicity: 1
energy above the lowest of the compared OMol25 structures with the same formula, charge and spin: 111.1 kcal/mol
highest occupied orbital energy: -5.3 eV
charge: -2

---

Entry 2:
Below is a structure of composition C8F24MnN4O16S8 in a non-equilibrium geometry, with properties calculated with the ωB97M-V functional and the def2-TZVPD basis.

Each line ends with the Löwdin charge.
Positions of all 61 atoms, in Å:
Mn 4.833 -15.084 -6.112  0.879
C 6.186 -13.160 -9.581  -0.572
F 6.120 -14.411 -10.089  0.146
F 7.045 -12.340 -10.222  0.141
F 5.020 -12.563 -9.752  0.116
S 6.433 -13.178 -7.608  0.728
O 6.907 -14.510 -7.246  -0.315
O 7.327 -12.095 -7.269  -0.247
N 4.859 -13.186 -6.843  -0.368
S 4.654 -11.664 -6.514  0.633
O 5.285 -11.297 -5.217  -0.288
O 4.848 -10.734 -7.647  -0.298
C 2.823 -11.545 -6.100  -0.678
F 2.591 -10.412 -5.434  0.148
F 2.080 -11.624 -7.200  0.140
F 2.452 -12.542 -5.317  0.132
C 5.029 -12.807 -2.435  -0.649
F 4.574 -12.961 -1.221  0.166
F 4.049 -12.317 -3.203  0.106
F 6.058 -11.987 -2.532  0.162
S 5.696 -14.561 -3.086  0.762
O 6.748 -14.126 -4.034  -0.329
O 6.150 -15.206 -1.850  -0.249
N 4.411 -15.242 -4.102  -0.395
S 3.566 -16.058 -3.055  0.659
O 4.336 -17.294 -2.642  -0.316
O 2.999 -15.261 -1.909  -0.325
C 2.004 -16.601 -4.042  -0.644
F 1.471 -15.580 -4.657  0.164
F 2.417 -17.542 -4.874  0.130
F 1.135 -17.194 -3.159  0.112
C 6.240 -18.319 -5.713  -0.491
F 5.231 -18.470 -4.781  0.075
F 6.841 -17.117 -5.418  0.085
F 7.195 -19.327 -5.719  0.136
S 5.298 -18.145 -7.350  0.673
O 6.267 -18.019 -8.425  -0.280
O 4.580 -19.415 -7.432  -0.284
N 4.371 -16.714 -7.196  -0.374
S 3.220 -17.122 -8.284  0.648
O 3.764 -17.656 -9.562  -0.289
O 2.087 -17.830 -7.690  -0.293
C 2.375 -15.495 -8.630  -0.672
F 3.210 -14.652 -9.188  0.138
F 1.391 -15.662 -9.522  0.151
F 1.954 -14.976 -7.461  0.115
C 10.212 -13.516 -4.381  -0.661
F 9.119 -12.821 -4.315  0.173
F 10.506 -13.789 -5.637  0.145
F 11.270 -12.810 -3.844  0.079
S 10.035 -15.160 -3.403  0.752
O 9.643 -14.774 -2.051  -0.312
O 9.120 -16.024 -4.209  -0.340
N 11.683 -15.863 -3.376  -0.298
S 11.402 -17.286 -3.095  0.475
O 10.483 -17.591 -2.002  -0.334
O 11.187 -18.132 -4.279  -0.342
C 13.182 -17.760 -2.528  -0.679
F 13.039 -18.965 -1.957  0.109
F 13.873 -17.843 -3.640  0.127
F 13.717 -16.817 -1.749  0.119

Computed properties:
HOMO-LUMO gap (spin up / spin down): 7.73 / 7.43 eV
E_LUMO (spin up / spin down): 3.6333 / 3.3387 eV
multiplicity: 6
⟨S²⟩: 8.754
highest occupied orbital energy (spin up / spin down): -4.1 / -4.1 eV
charge: -2

---

Entry 3:
Below is a cluster of 2 separate species, C8H10 in total in a non-equilibrium geometry, with properties calculated with the ωB97M-V functional and the def2-TZVPD basis.

Each line ends with the Löwdin charge.
Positions of all 18 atoms, in Å:
C 2.073 -0.755 -0.551  -0.099
C 2.130 0.632 -0.533  -0.071
C 1.084 1.430 0.040  -0.051
C 0.141 0.780 0.816  -0.234
C 0.100 -0.555 0.870  -0.180
C 1.064 -1.370 0.161  -0.053
C -3.440 0.125 -0.613  -0.070
C -2.245 -0.221 -0.065  -0.097
H 2.609 -1.366 -1.178  0.076
H 2.958 0.965 -1.121  0.089
H 0.978 2.510 -0.285  0.124
H -0.424 1.162 1.733  0.160
H -0.791 -1.093 1.303  0.105
H 0.785 -2.415 0.157  0.099
H -3.794 1.153 -0.705  0.034
H -4.314 -0.524 -0.782  0.043
H -1.414 0.556 0.275  0.043
H -2.033 -1.340 -0.146  0.081

Computed properties:
HOMO-LUMO gap: 9.77 eV
E_LUMO: 0.8655 eV
multiplicity: 1
energy above the lowest of the compared OMol25 structures with the same formula, charge and spin: 94.9 kcal/mol
SMILES: c1ccccc1.C=C
highest occupied orbital energy: -8.9 eV
charge: 0